Entry 1
A 12-piece molecular cluster, H24O12 overall. Source: the Open Molecules 2025 dataset; level of theory: wB97M-V/def2-TZVPD.

Atoms and positions in Å:
1 O 1.103 -1.501 3.290
2 H 0.880 -1.244 4.191
3 H 0.263 -1.746 2.892
4 O 2.632 -1.575 -0.131
5 H 3.066 -0.929 -0.705
6 H 1.751 -1.196 0.039
7 O 2.255 2.767 -0.998
8 H 2.846 3.235 -1.593
9 H 2.353 1.818 -1.226
10 O -2.365 -1.676 0.407
11 H -3.059 -2.071 0.949
12 H -2.739 -0.842 0.080
13 O 0.114 -3.140 -0.461
14 H -0.110 -4.065 -0.316
15 H -0.622 -2.641 -0.066
16 O -1.443 -0.003 2.601
17 H -2.191 -0.613 2.540
18 H -1.582 0.494 3.418
19 O 2.918 0.325 -2.194
20 H 3.319 0.396 -3.068
21 H 1.983 0.049 -2.378
22 O -3.005 1.056 0.285
23 H -3.816 1.437 0.640
24 H -2.348 1.119 1.000
25 O 0.375 0.126 0.275
26 H -0.123 -0.116 1.071
27 H 0.311 1.090 0.244
28 O -0.092 3.220 0.563
29 H 0.762 3.027 0.134
30 H 0.086 3.976 1.131
31 O -1.678 0.979 -2.270
32 H -2.276 0.857 -1.512
33 H -0.968 1.533 -1.928
34 O 0.657 -1.218 -2.607
35 H -0.118 -0.872 -2.138
36 H 0.861 -2.056 -2.158

As for the structure (SMILES): O.O.O.O.O.O.O.O.O.O.O.O. Its lowest unoccupied orbital energy is -0.5 eV. As for the HOMO-LUMO gap: 8.80 eV.

Atomic partial charges in e from the Löwdin method, atoms 1 to 2:
1. O -0.048
2. H 0.030

Entry 2
A 12-piece molecular cluster, H24O12 overall. Source: the Open Molecules 2025 dataset; level of theory: wB97M-V/def2-TZVPD.

Atoms and positions in Å:
1 H 0.719 -1.096 0.062
2 H -0.161 -0.021 -0.521
3 H 2.830 1.681 3.166
4 H 1.401 2.274 3.130
5 H 4.373 1.423 -2.084
6 H 4.121 1.980 -0.841
7 H -2.522 -2.499 -2.203
8 H -3.566 -2.038 -3.239
9 H -2.942 -3.581 2.347
10 H -2.212 -4.347 3.387
11 H -2.249 2.582 -2.728
12 H -1.318 3.752 -3.024
13 H 0.240 -4.280 -0.507
14 H 1.687 -3.824 -0.783
15 H -0.352 0.145 2.206
16 H -1.515 0.707 1.476
17 H -1.379 1.584 -0.369
18 H 0.076 2.279 -0.510
19 H 1.569 -0.866 -1.705
20 H 0.981 -0.636 -3.104
21 H 1.419 4.074 -1.201
22 H 1.751 3.269 -2.307
23 H -1.211 -0.980 4.966
24 H -0.130 -1.742 4.200
25 O -0.190 -0.985 -0.173
26 O 2.095 1.823 2.587
27 O 4.238 1.138 -1.153
28 O -2.918 -1.724 -2.667
29 O -2.063 -3.581 2.871
30 O -1.478 3.125 -2.391
31 O 1.158 -4.152 -0.125
32 O -1.222 0.558 2.380
33 O -0.703 1.870 -1.006
34 O 0.757 -0.696 -2.209
35 O 1.226 4.020 -2.164
36 O -1.100 -1.377 4.073

As for the structure (SMILES): O.O.O.O.O.O.O.O.O.O.O.O. Its lowest unoccupied orbital energy is 0.1 eV. As for the HOMO-LUMO gap: 9.60 eV.

Atomic partial charges in e from the Löwdin method, atoms 1 to 2:
1. H 0.007
2. H 0.039

Entry 3
A 12-piece molecular cluster, H24O12 overall. Source: the Open Molecules 2025 dataset; level of theory: wB97M-V/def2-TZVPD.

Atoms and positions in Å:
1 O -0.178 0.412 -0.169
2 H 0.506 -0.175 -0.584
3 H -0.273 0.284 0.757
4 O -2.531 0.990 -2.199
5 H -3.106 1.741 -2.234
6 H -1.937 1.000 -1.480
7 O 1.690 0.809 -3.455
8 H 1.281 -0.036 -3.191
9 H 1.276 1.444 -3.012
10 O 2.566 -0.012 -0.162
11 H 2.560 0.836 0.414
12 H 2.954 0.200 -1.057
13 O -1.390 2.526 2.344
14 H -2.319 2.754 2.513
15 H -0.948 3.469 2.368
16 O 2.099 -2.807 0.107
17 H 2.892 -3.274 -0.387
18 H 1.921 -1.835 -0.091
19 O 0.762 -1.231 -2.124
20 H 1.063 -1.904 -2.828
21 H -0.090 -1.599 -2.033
22 O 0.870 2.755 -1.640
23 H 0.695 2.031 -0.969
24 H 0.008 3.388 -1.657
25 O 0.839 1.151 3.217
26 H 0.668 0.394 2.759
27 H -0.034 1.597 3.080
28 O -1.791 -2.173 -0.812
29 H -2.856 -1.971 -0.951
30 H -1.849 -1.886 -0.008
31 O 0.788 -1.398 2.478
32 H 1.165 -1.417 1.682
33 H -0.123 -1.646 2.060
34 O -2.053 -1.521 2.144
35 H -2.705 -0.716 2.334
36 H -2.434 -2.177 2.795

As for the structure (SMILES): O.O.O.O.O.O.O.O.O.O.O.O. Its lowest unoccupied orbital energy is -0.5 eV. As for the HOMO-LUMO gap: 9.83 eV.

Atomic partial charges in e from the Löwdin method, atoms 1 to 2:
1. O -0.053
2. H 0.021

Entry 4
A 12-piece molecular cluster, H24O12 overall. Source: the Open Molecules 2025 dataset; level of theory: wB97M-V/def2-TZVPD.

Atoms and positions in Å:
1 H -0.293 0.210 -0.701
2 H 0.440 -0.402 0.481
3 H -3.502 1.507 -2.835
4 H -2.236 0.971 -2.189
5 H -2.749 4.441 1.200
6 H -2.213 3.513 2.279
7 H 2.066 2.427 -2.262
8 H 3.351 2.803 -2.982
9 H 3.935 1.392 0.525
10 H 4.861 2.094 -0.455
11 H 1.734 -1.342 0.119
12 H 3.006 -1.444 0.945
13 H 1.221 -3.270 -1.275
14 H -0.261 -3.157 -0.959
15 H -4.049 -1.666 0.231
16 H -3.380 -2.792 -0.540
17 H -1.204 1.276 2.801
18 H -2.253 0.258 2.386
19 H -0.206 -1.730 3.393
20 H -1.386 -1.391 4.288
21 H 0.221 1.527 -5.114
22 H -0.902 2.284 -4.424
23 H 1.920 -4.287 3.009
24 H 1.502 -2.829 3.108
25 O 0.205 -0.572 -0.438
26 O -3.076 0.686 -2.566
27 O -2.415 3.547 1.337
28 O 2.796 3.056 -2.235
29 O 4.650 2.037 0.484
30 O 2.433 -1.959 0.366
31 O 0.368 -3.669 -1.480
32 O -3.826 -1.947 -0.664
33 O -1.695 0.515 3.129
34 O -0.849 -1.035 3.571
35 O -0.212 2.388 -5.088
36 O 1.998 -3.442 2.553

As for the structure (SMILES): O.O.O.O.O.O.O.O.O.O.O.O. Its lowest unoccupied orbital energy is -0.5 eV. As for the HOMO-LUMO gap: 9.04 eV.

Atomic partial charges in e from the Löwdin method, atoms 1 to 2:
1. H 0.055
2. H 0.045

Short version: entry 1, entry 3, entry 4, entry 2, most stable first.

Entry 1
One molecule with the formula C4H5BrN2. Source: the Open Molecules 2025 dataset; level of theory: wB97M-V/def2-TZVPD.

Atoms and positions in Å:
1 C -0.809 1.354 0.136
2 C 0.724 1.211 -0.032
3 C -1.119 -0.823 -0.414
4 C -0.317 -1.511 0.342
5 N -1.604 0.403 -0.124
6 N 1.284 0.199 0.463
7 Br 3.192 -0.216 0.078
8 H -1.039 2.422 0.344
9 H 1.309 1.787 -0.699
10 H -1.552 -1.035 -1.412
11 H -0.181 -1.400 1.416
12 H 0.113 -2.391 -0.099

As for the structure (SMILES): C=C/N=C\C=N\Br. Its lowest unoccupied orbital energy is 0.0 eV. As for the HOMO-LUMO gap: 8.47 eV.

Atomic partial charges in e from the Löwdin method, atoms 1 to 2:
1. C -0.102
2. C -0.242

Entry 2
One molecule with the formula C4H5BrN2. Source: the Open Molecules 2025 dataset; level of theory: wB97M-V/def2-TZVPD.

Atoms and positions in Å:
1 C -0.837 1.882 -0.042
2 C 0.597 1.930 0.067
3 C -1.139 0.544 0.050
4 C 0.250 -1.581 -0.021
5 N 1.224 0.850 0.232
6 N -0.110 -0.268 0.204
7 Br -2.878 -0.001 -0.032
8 H -1.620 2.570 -0.376
9 H 1.083 2.948 0.025
10 H 0.752 -1.995 0.894
11 H -0.706 -2.144 -0.122
12 H 0.962 -1.798 -0.889

As for the structure (SMILES): Cn1nccc1Br. Its lowest unoccupied orbital energy is 0.7 eV. As for the HOMO-LUMO gap: 9.29 eV.

Atomic partial charges in e from the Löwdin method, atoms 1 to 2:
1. C -0.142
2. C -0.260

Short version: entry 2, entry 1, most stable first.

Entry 1
A 2-piece molecular cluster, C4H13NO overall. Source: the Open Molecules 2025 dataset; level of theory: wB97M-V/def2-TZVPD.

Atoms and positions in Å:
1 C -1.320 -0.020 1.781
2 C -1.193 0.036 0.257
3 N 0.143 -0.054 -0.393
4 C -0.077 0.648 -1.725
5 C 1.075 0.880 0.343
6 H -1.864 -0.743 2.434
7 H -0.278 -0.153 2.095
8 H -1.685 0.890 2.130
9 H -1.630 0.961 -0.183
10 H -1.866 -0.775 -0.194
11 H -0.173 1.720 -1.402
12 H -0.978 0.041 -2.134
13 H 0.773 0.556 -2.330
14 H 0.654 1.860 0.381
15 H 1.301 0.399 1.292
16 H 2.025 0.791 -0.224
17 H 1.868 -2.977 -1.137
18 H 1.176 -1.764 -0.544
19 O 2.048 -2.296 -0.447

As for the multiplicity: 2. Its lowest unoccupied orbital energy (spin up / spin down) is 4.1 / 4.1 eV. As for the HOMO-LUMO gap (spin up / spin down): 2.78 / 9.76 eV. As for the charge: -1. Its expectation value of S² is 0.750.

Atomic partial charges in e from the Löwdin method, atoms 1 to 2:
1. C -0.169
2. C -0.408

Entry 2
A 2-piece molecular cluster, C4H13NO overall. Source: the Open Molecules 2025 dataset; level of theory: wB97M-V/def2-TZVPD.

Atoms and positions in Å:
1 C 1.015 -0.598 0.514
2 N -0.132 -0.216 -0.287
3 C 0.075 0.666 -1.423
4 C -1.032 0.541 -2.436
5 C 0.689 -1.904 1.243
6 H 1.311 0.166 1.244
7 H 1.903 -0.779 -0.094
8 H -0.770 0.200 0.392
9 H 1.047 0.410 -1.862
10 H 0.233 1.698 -1.069
11 H -0.737 0.926 -3.406
12 H -1.948 1.060 -2.151
13 H -1.305 -0.504 -2.563
14 H 1.557 -2.300 1.787
15 H -0.123 -1.737 1.951
16 H 0.390 -2.659 0.515
17 H -1.260 1.095 2.471
18 H -0.144 2.030 2.958
19 O -0.770 1.906 2.217

As for the multiplicity: 2. Its lowest unoccupied orbital energy (spin up / spin down) is 3.9 / 3.8 eV. As for the HOMO-LUMO gap (spin up / spin down): 2.89 / 8.87 eV. As for the charge: -1. Its expectation value of S² is 0.750.

Atomic partial charges in e from the Löwdin method, atoms 1 to 2:
1. C -0.375
2. N -0.104

Short version: entry 2, entry 1, most stable first.